{"formula": "C62H58N3O5P2S4Ti", "method": "ωB97M-V/def2-TZVPD", "molar_mass_g_mol": 1163.24, "total_energy_ha": -6062.72218, "largest_force_ev_per_a": 1.92, "e_homo_ev": -10.08, "e_above_lowest_ev": 0.540, "homo_lumo_gap_ha": 0.246, "charge": 1, "symbols": ["Ti", "C", "N", "C", "C", "N", "C", "C", "C", "C", "C", "C", "C", "S", "C", "C", "C", "C", "C", "C", "S", "H", "H", "H", "H", "H", "H", "H", "H", "H", "H", "H", "H", "H", "H", "H", "H", "H", "H", "O", "S", "C", "C", "C", "C", "C", "C", "P", "C", "C", "C", "C", "C", "C", "C", "C", "C", "C", "C", "C", "C", "C", "C", "C", "C", "C", "P", "C", "C", "C", "C", "C", "C", "C", "C", "C", "C", "C", "C", "H", "H", "H", "H", "H", "H", "H", "H", "H", "H", "H", "H", "H", "H", "H", "H", "H", "H", "H", "H", "H", "H", "H", "H", "H", "H", "H", "H", "C", "C", "C", "C", "C", "C", "C", "S", "O", "O", "N", "C", "C", "C", "O", "O", "H", "H", "H", "H", "H", "H", "H", "H", "H", "H", "H", "H"], "positions_angstrom": [[0.546782, -0.233373, -1.006198], [4.149793, 1.414018, -1.818799], [3.523518, 0.868458, -0.606794], [4.171146, -0.375151, -0.167285], [3.153889, -1.423674, 0.229340], [2.242594, -1.824324, -0.905958], [1.707455, -3.178358, -0.552685], [2.976806, -1.971371, -2.170585], [4.014209, -2.892081, -2.285825], [4.678534, -3.055106, -3.487696], [4.296043, -2.306662, -4.595366], [3.278822, -1.379361, -4.479317], [2.624144, -1.192231, -3.259799], [1.455272, 0.112805, -3.124099], [3.491924, 1.867529, 0.429599], [4.651967, 2.527538, 0.828988], [4.610103, 3.520779, 1.792451], [3.394827, 3.872367, 2.368510], [2.240533, 3.209357, 1.995198], [2.289069, 2.193240, 1.038435], [0.784406, 1.327410, 0.766489], [5.215211, 1.627470, -1.676690], [3.639989, 2.334244, -2.096403], [4.048666, 0.701438, -2.633816], [4.834819, -0.209207, 0.687097], [4.787022, -0.753267, -0.982546], [2.517760, -1.059912, 1.038922], [3.677731, -2.313553, 0.591453], [2.522163, -3.899829, -0.524996], [0.982890, -3.502084, -1.296711], [1.243797, -3.136695, 0.428177], [4.324249, -3.476925, -1.428262], [5.491506, -3.764761, -3.560864], [4.798972, -2.438962, -5.544269], [2.988982, -0.769378, -5.325420], [5.600175, 2.264528, 0.375625], [5.521885, 4.020950, 2.091106], [3.347904, 4.656131, 3.113763], [1.289240, 3.457544, 2.450348], [-2.828065, -0.199128, -0.380506], [-2.280973, 0.522830, 0.837313], [-3.332545, 0.042065, 2.187129], [-4.705309, 0.001991, 1.960044], [-5.544351, -0.436835, 2.967034], [-4.998200, -0.835504, 4.184150], [-3.626203, -0.810784, 4.385234], [-2.756461, -0.378470, 3.382792], [-0.910193, -0.402013, 3.560398], [-0.578659, 1.311236, 4.126150], [0.720599, 1.588219, 4.560816], [1.072067, 2.861358, 4.976615], [0.136131, 3.889676, 4.937154], [-1.147717, 3.631848, 4.484311], [-1.505796, 2.347040, 4.086701], [-0.715906, -1.360933, 5.107640], [-0.783380, -0.820393, 6.391260], [-0.585715, -1.625703, 7.503552], [-0.320600, -2.980244, 7.347371], [-0.255268, -3.529782, 6.075049], [-0.444351, -2.720552, 4.963305], [-2.747085, 2.203711, 0.492502], [-3.646973, 2.940201, 1.245793], [-4.059697, 4.186716, 0.796275], [-3.582429, 4.676868, -0.406561], [-2.653501, 3.948664, -1.134865], [-2.189712, 2.717260, -0.686495], [-0.858495, 1.941079, -1.737447], [0.328155, 3.338178, -1.847240], [0.480254, 4.245890, -0.799269], [1.446300, 5.239228, -0.858733], [2.274613, 5.344419, -1.966617], [2.130825, 4.448895, -3.015765], [1.171058, 3.448733, -2.953607], [-1.697297, 1.882884, -3.352719], [-2.495523, 0.764068, -3.595571], [-3.194096, 0.652921, -4.787089], [-3.094288, 1.649659, -5.748390], [-2.305560, 2.765286, -5.509909], [-1.609618, 2.886523, -4.314719], [-5.098575, 0.295119, 0.994412], [-6.613521, -0.472123, 2.805367], [-5.646733, -1.178072, 4.980018], [-3.223125, -1.152180, 5.329910], [1.459223, 0.793691, 4.580760], [2.079452, 3.056411, 5.322277], [0.408270, 4.885659, 5.262473], [-1.882537, 4.426760, 4.457075], [-2.519912, 2.158034, 3.756578], [-0.988655, 0.235506, 6.524284], [-0.638342, -1.194281, 8.494890], [-0.158871, -3.603994, 8.216940], [-0.045457, -4.583985, 5.948815], [-0.386343, -3.147706, 3.967215], [-4.043156, 2.539979, 2.167891], [-4.769094, 4.760295, 1.377980], [-3.922482, 5.634659, -0.777779], [-2.269762, 4.358000, -2.060717], [-0.139340, 4.170170, 0.084325], [1.549438, 5.931878, -0.033323], [3.027906, 6.120254, -2.011548], [2.766027, 4.525427, -3.889409], [1.072025, 2.764600, -3.784323], [-2.573003, -0.010500, -2.843363], [-3.815845, -0.214343, -4.967439], [-3.632656, 1.557546, -6.682911], [-2.227893, 3.545381, -6.256000], [-1.004892, 3.765949, -4.139558], [4.888886, -7.343176, -1.978277], [3.472439, -6.910704, -2.244478], [3.111800, -6.412996, -3.494794], [1.802793, -6.054756, -3.771600], [0.843583, -6.192503, -2.775841], [1.177763, -6.679036, -1.519027], [2.492403, -7.030203, -1.261617], [-0.833274, -5.802440, -3.121229], [-1.672484, -6.618308, -2.291444], [-0.995826, -5.778140, -4.545265], [-0.956109, -4.257042, -2.521827], [-2.266166, -3.839275, -1.990975], [-2.108046, -3.024665, -0.713603], [-1.088520, -1.953822, -0.841713], [-0.758542, -1.451579, -1.962693], [-0.364328, -1.556112, 0.148066], [5.598370, -6.554901, -2.235037], [5.142284, -8.213275, -2.586082], [5.035015, -7.610310, -0.932888], [3.864103, -6.321660, -4.269770], [1.511911, -5.699248, -4.751168], [0.406006, -6.802985, -0.770159], [2.759848, -7.425878, -0.288747], [-0.612280, -3.615834, -3.230759], [-2.836230, -4.733678, -1.752741], [-2.822828, -3.270312, -2.735600], [-1.841965, -3.639860, 0.146785], [-3.055890, -2.529079, -0.496661]], "forces_ev_per_angstrom": [[1.448, 1.260, -0.049], [-0.002, -0.019, 0.047], [0.137, 0.014, 0.000], [-0.145, 0.054, 0.004], [0.033, 0.008, -0.140], [0.090, -0.050, -0.062], [0.001, 0.086, 0.048], [-0.061, -0.102, 0.142], [0.020, -0.016, -0.015], [-0.005, -0.004, 0.005], [-0.005, 0.003, 0.012], [0.040, 0.001, -0.040], [-0.032, 0.065, -0.048], [-0.287, -0.092, 0.104], [-0.004, -0.065, -0.039], [0.000, 0.040, -0.004], [-0.015, 0.011, 0.006], [-0.012, -0.035, -0.027], [0.027, 0.025, -0.064], [0.004, 0.038, -0.065], [-0.211, -0.569, 0.096], [0.001, 0.003, -0.003], [-0.007, -0.004, -0.007], [0.043, 0.031, 0.024], [0.001, 0.037, 0.011], [0.031, 0.006, 0.004], [-0.013, -0.027, 0.031], [-0.002, -0.033, -0.027], [0.007, -0.028, -0.013], [0.012, 0.003, 0.018], [-0.005, 0.010, -0.004], [-0.024, -0.015, -0.018], [-0.003, -0.012, -0.002], [0.000, 0.007, 0.009], [-0.006, -0.023, -0.003], [-0.017, -0.002, 0.005], [-0.003, 0.008, -0.013], [0.004, 0.002, 0.000], [0.055, 0.002, -0.071], [0.232, 0.176, 0.314], [-0.391, -0.467, -0.396], [-0.165, 0.185, -0.137], [-0.026, -0.044, 0.030], [0.045, -0.006, 0.049], [0.041, 0.026, -0.069], [-0.044, -0.092, 0.046], [0.161, 0.111, 0.146], [-0.147, -0.052, 0.032], [0.029, -0.038, 0.003], [-0.028, 0.006, 0.033], [-0.080, -0.028, 0.105], [0.034, -0.017, 0.036], [-0.012, -0.037, -0.020], [0.021, 0.008, 0.000], [0.073, 0.063, 0.027], [-0.016, 0.016, 0.005], [-0.006, 0.001, -0.011], [-0.001, 0.010, -0.016], [-0.016, 0.025, 0.006], [-0.044, -0.039, -0.030], [0.170, 0.086, -0.095], [-0.017, 0.044, -0.081], [-0.001, -0.023, 0.051], [-0.002, 0.027, -0.022], [0.052, 0.076, 0.003], [0.053, -0.062, 0.069], [-0.165, 0.317, -0.094], [0.050, -0.134, -0.060], [0.040, -0.045, 0.042], [-0.019, -0.008, -0.008], [-0.009, -0.009, 0.020], [-0.003, -0.005, -0.017], [-0.041, 0.051, -0.036], [0.036, -0.137, -0.013], [0.006, -0.008, -0.001], [0.014, 0.011, -0.006], [-0.003, -0.012, 0.006], [0.028, 0.001, 0.027], [-0.085, 0.013, -0.016], [0.021, 0.011, -0.005], [0.007, -0.007, 0.013], [0.003, -0.005, -0.004], [-0.005, 0.019, -0.014], [0.007, 0.008, 0.002], [-0.008, -0.011, -0.001], [-0.003, -0.002, -0.003], [0.000, -0.003, -0.015], [0.042, -0.003, 0.078], [0.016, -0.009, -0.011], [0.004, -0.004, -0.003], [-0.012, 0.001, -0.007], [-0.008, 0.003, -0.005], [0.035, 0.013, 0.023], [-0.036, -0.023, -0.028], [0.002, -0.005, 0.000], [0.006, -0.011, -0.005], [-0.005, 0.022, 0.009], [-0.057, -0.007, 0.001], [0.009, -0.021, 0.001], [-0.013, 0.002, -0.005], [-0.008, -0.006, 0.011], [0.035, -0.035, 0.003], [-0.007, 0.011, -0.011], [0.008, -0.001, 0.001], [0.005, 0.002, 0.013], [-0.006, 0.003, 0.010], [-0.024, 0.001, -0.020], [-0.022, 0.017, -0.022], [0.066, -0.002, 0.000], [0.004, 0.033, -0.014], [-0.063, -0.024, 0.100], [0.165, -0.047, -0.012], [-0.009, 0.052, -0.073], [-0.005, 0.001, 0.046], [-0.134, -0.092, 0.050], [0.002, 0.035, -0.047], [0.022, 0.011, 0.017], [-0.180, 0.028, -0.143], [0.124, -0.048, 0.045], [-0.096, -0.027, 0.031], [0.309, -0.218, 0.011], [-0.487, -0.134, 0.046], [-0.648, -0.168, 0.083], [-0.001, 0.011, 0.002], [0.000, -0.003, 0.008], [-0.001, 0.008, -0.004], [-0.009, -0.004, 0.006], [0.009, -0.006, 0.004], [0.019, -0.009, -0.001], [-0.008, -0.005, -0.016], [0.012, 0.064, 0.070], [-0.040, -0.006, -0.047], [0.044, 0.000, -0.047], [0.028, -0.045, -0.031], [0.030, 0.021, 0.133]]}